Entry 1:
Below is a single H3NO5S molecule in a non-equilibrium geometry, with properties calculated with ωB97M-V/def2-TZVPD.

Cartesian coordinates (Å):
N (0.579, 0.713, -0.022)
O (-0.301, 1.321, -1.215)
O (-1.849, 0.877, -3.036)
O (-0.906, -2.038, -1.165)
O (1.536, -0.002, -0.375)
O (-1.625, -0.818, -1.093)
S (-0.849, 0.196, -2.298)
H (0.784, 1.635, 0.423)
H (-0.219, 0.248, 0.472)
H (-0.726, -2.263, -0.240)

Computed properties:
Energy in Ha: -830.68221
Molecular weight in g/mol: 129.093
HOMO energy in eV: -10.5
Kohn-Sham gap in eV: 10.60
Energy relative to the best compared isomer or geometry (same formula, charge and spin) in eV: 1.1502

---

Entry 2:
Below is a 2-piece molecular cluster, H3NOP overall in a non-equilibrium geometry, with properties calculated with ωB97M-V/def2-TZVPD.

Cartesian coordinates (Å):
N (-0.682, -0.472, -0.075)
O (-1.726, 0.207, -0.004)
P (0.669, 0.572, 0.153)
H (-0.045, -1.350, 1.460)
H (0.380, 1.251, -0.992)
H (1.404, -0.208, -0.542)

Computed properties:
Energy in Ha: -472.93731
Molecular weight in g/mol: 64.004
HOMO energy (spin up / spin down) in eV: -1.1 / -2.1
Net charge: -1
Kohn-Sham gap (spin up / spin down) in eV: 6.20 / 6.56
Energy relative to the best compared isomer or geometry (same formula, charge and spin) in eV: 0.1970
2S+1: 3

---

Entry 3:
Below is a 2-piece molecular cluster, H3NOPS overall in a non-equilibrium geometry, with properties calculated with ωB97M-V/def2-TZVPD.

Cartesian coordinates (Å):
N (-0.388, -1.372, -1.214)
O (1.297, 2.088, 1.299)
P (-0.183, 1.934, 1.520)
S (-0.044, -1.489, -3.020)
H (-0.042, -2.184, -0.789)
H (-0.254, -0.472, -0.842)
H (-0.386, 1.495, 3.046)

Computed properties:
Energy in Ha: -871.28535
Molecular weight in g/mol: 96.071
HOMO energy (spin up / spin down) in eV: -2.7 / -1.4
Net charge: -1
Kohn-Sham gap (spin up / spin down) in eV: 5.02 / 2.73
Energy relative to the best compared isomer or geometry (same formula, charge and spin) in eV: 2.1382

---

Entry 4:
Below is a 2-piece molecular cluster, H3NOS2 overall in a non-equilibrium geometry, with properties calculated with ωB97M-V/def2-TZVPD.

Cartesian coordinates (Å):
N (-0.446, 0.023, -1.055)
O (-1.795, -1.836, -0.104)
S (-3.042, 0.825, -0.112)
S (-1.426, -0.509, 0.288)
H (-0.709, -0.550, -1.892)
H (-0.165, 0.986, -1.213)
H (0.654, -0.121, 2.146)

Computed properties:
Energy in Ha: -927.98384
Molecular weight in g/mol: 97.164
HOMO energy (spin up / spin down) in eV: -9.8 / -9.4
Kohn-Sham gap (spin up / spin down) in eV: 9.41 / 6.68
Energy relative to the best compared isomer or geometry (same formula, charge and spin) in eV: 4.1659

---

Entry 5:
Below is H3NOSSi as an isolated structure in a non-equilibrium geometry, with properties calculated with ωB97M-V/def2-TZVPD.

Cartesian coordinates (Å):
N (-1.608, 0.284, 1.201)
O (-0.555, -0.276, -1.114)
Si (0.820, -0.006, -0.203)
S (-1.942, -0.007, -0.159)
H (1.243, 1.371, -0.315)
H (1.750, -0.934, -0.616)
H (0.293, -0.432, 1.206)

Computed properties:
Energy in Ha: -819.40404
Molecular weight in g/mol: 93.183
HOMO energy in eV: -10.0
Kohn-Sham gap in eV: 9.31
Energy relative to the best compared isomer or geometry (same formula, charge and spin) in eV: 0.9060

---

Entry 6:
Below is a 2-piece molecular cluster, H3O2 overall in a non-equilibrium geometry, with properties calculated with ωB97M-V/def2-TZVPD.

Cartesian coordinates (Å):
O (-0.803, 0.425, 0.786)
H (-0.167, 0.751, 1.459)
O (0.689, -0.244, -0.930)
H (0.455, -1.077, -1.378)
H (-0.174, 0.144, 0.063)

Computed properties:
Energy in Ha: -152.16524
Molecular weight in g/mol: 35.022
HOMO energy (spin up / spin down) in eV: -11.4 / -11.2
Kohn-Sham gap (spin up / spin down) in eV: 12.31 / 8.00
Energy relative to the best compared isomer or geometry (same formula, charge and spin) in eV: 0.3332
2S+1: 2

---

Entry 7:
Below is a 2-piece molecular cluster, H3O2PS overall in a non-equilibrium geometry, with properties calculated with ωB97M-V/def2-TZVPD.

Cartesian coordinates (Å):
O (0.135, 1.643, 0.480)
O (-0.291, -0.681, 1.041)
P (0.643, 0.172, 0.053)
S (2.486, -0.197, 0.097)
H (-0.752, 1.515, 0.236)
H (0.221, -1.485, 1.360)
H (-0.603, 0.062, -2.129)

Computed properties:
Energy in Ha: -891.75618
Molecular weight in g/mol: 98.063
HOMO energy (spin up / spin down) in eV: -9.0 / -9.9
Kohn-Sham gap (spin up / spin down) in eV: 7.97 / 8.44
Energy relative to the best compared isomer or geometry (same formula, charge and spin) in eV: 3.4566

---

Entry 8:
Below is H3O3P as an isolated structure in a non-equilibrium geometry, with properties calculated with ωB97M-V/def2-TZVPD.

Cartesian coordinates (Å):
O (1.419, 0.615, 0.204)
O (-0.250, -1.138, 0.294)
O (-1.576, 0.811, 0.121)
P (-0.216, 0.312, -0.257)
H (1.778, 0.162, 0.964)
H (-1.183, -1.136, 0.326)
H (0.028, 0.375, -1.652)

Computed properties:
Energy in Ha: -568.92001
Molecular weight in g/mol: 81.995
HOMO energy in eV: -11.4
Kohn-Sham gap in eV: 11.97
Energy relative to the best compared isomer or geometry (same formula, charge and spin) in eV: 0.4924